1.
Entry from the OMol25 dataset: the molecule C4H9NO2 (the ωB97M-V functional and the def2-TZVPD basis).

Values from the calculation:
Max |F| in Eh/bohr: 0.0067
Lowest unoccupied orbital energy in eV: 0.69
DFT total energy in eV: -9879.6825
Relative energy (zero: lowest compared OMol25 entry of this formula, charge and spin) in kJ/mol: 36.5
E_HOMO in Eh: -0.3541
Gap between HOMO and LUMO in eV: 10.33
Total charge: 0

Positions of all 16 atoms, in Å:
H -0.1058 -0.5579 1.5885
H -0.2493 -1.7679 0.3060
H 0.0264 0.4378 -1.2441
H -2.4615 0.7242 -1.2475
O -0.4877 1.5084 0.4482
H -0.9544 2.1964 -0.0439
C 1.6448 -0.8379 0.3784
C -0.5465 0.3002 -0.3141
H 3.2673 0.3890 0.2556
H -2.5703 -0.2754 0.2209
O 2.2483 -1.8943 0.3104
C 0.1329 -0.7716 0.5385
H 1.7456 1.2254 0.4820
N 2.2601 0.3752 0.2998
C -1.9753 -0.0763 -0.6764
H -1.9745 -0.9753 -1.3023

These are the Löwdin partial charges, in e, on atoms 1 to 5:
1. H 0.14
2. H 0.13
3. H 0.14
4. H 0.08
5. O -0.05

***

2.
Entry from the OMol25 dataset: a structure of composition C16H31NO3P2Re in a non-equilibrium geometry (the ωB97M-V functional and the def2-TZVPD basis).

Values from the calculation:
Max |F| in Eh/bohr: 0.0980
Lowest unoccupied orbital energy (spin up / spin down) in eV: 0.31 / -1.34
DFT total energy in eV: -45431.5273
⟨S²⟩: 3.798
Relative energy (zero: lowest compared OMol25 entry of this formula, charge and spin) in kJ/mol: 39.2
E_HOMO (spin up / spin down) in Eh: -0.1789 / -0.2874
Gap between HOMO and LUMO (spin up / spin down) in eV: 5.18 / 6.48
Multiplicity: 4
Total charge: 0

Positions of all 54 atoms, in Å:
H -0.4817 0.5646 5.0952
P 1.7534 -0.9201 0.8381
H 3.4506 0.6721 1.5764
H 3.4131 0.5302 -0.1951
H -1.8351 2.7506 2.2116
H 1.1148 2.6035 -2.8414
N 0.6368 0.5441 -1.4554
C 1.8790 -1.6577 2.5039
H -1.3075 -2.5012 -1.4247
C 2.1171 -2.3569 -0.2488
H 1.4532 -0.9686 3.2395
C 1.0728 -0.7583 -3.4694
O -0.1040 0.7823 2.5385
C 3.3677 -0.0322 0.7436
C 1.5593 1.6911 -4.7820
H -2.3090 -1.3677 2.1382
H 1.7560 2.6444 -5.2821
H -1.8904 -2.6717 0.9942
O 1.5398 2.2506 0.7980
H 1.2596 -3.0340 -0.2871
H -2.6843 2.3134 3.7156
H -2.9274 -1.8184 -1.7363
P -1.7407 -0.4761 -0.0908
C -2.2549 1.9114 2.7830
C 1.2345 1.6989 -3.4335
H -3.4844 -1.8606 0.8850
H 2.3378 -2.0072 -1.2635
H -2.8731 1.2576 -1.3417
H -3.1206 1.4983 2.2311
O -0.5403 2.9418 0.4506
H 2.9831 -2.9217 0.1173
H -1.1531 -0.8940 4.3033
C 0.9861 0.4800 -2.7474
H -1.4890 -1.0571 -2.4779
H 2.9344 -1.8343 2.7494
H -3.3615 1.3544 0.3530
H 4.2001 -0.7435 0.7954
C -3.1531 0.6610 -0.4654
C -1.2280 0.9007 3.1393
H -4.0542 0.0702 -0.6823
H -1.6006 0.3563 1.3191
H 1.3317 -2.6038 2.5413
H 1.4818 -1.6885 -5.3780
H -2.2666 0.3823 4.9597
C -1.8680 -1.5690 -1.5852
H 0.8315 -1.6994 -2.9509
C -1.3021 0.1877 4.4598
C -2.4216 -1.7212 1.1070
C 1.6450 0.4730 -5.4768
H 0.9421 4.1390 1.2825
C 0.6410 3.1615 0.8576
C 1.3996 -0.7462 -4.8190
H 1.8978 0.4858 -6.5410
Re 0.2318 0.6027 0.2486

These are the Löwdin partial charges, in e, on atoms 1 to 5:
1. H 0.09
2. P 0.67
3. H 0.05
4. H 0.04
5. H 0.07